{"formula": "C6H9Cl4NO3S", "method": "wB97M-V/def2-TZVPD", "elements": ["Cl", "Cl", "Cl", "Cl", "S", "O", "O", "O", "N", "C", "C", "C", "C", "C", "C", "H", "H", "H", "H", "H", "H", "H", "H", "H"], "coordinates": [[3.097, -2.451, -3.857], [0.859, -3.425, -2.321], [3.073, -2.149, -0.991], [3.410, -4.764, -2.163], [2.054, 0.797, 0.809], [-1.665, 0.112, 2.844], [2.291, 1.178, -0.556], [3.063, 0.142, 1.587], [-2.831, 1.528, 1.392], [0.535, -0.119, 0.870], [-1.558, 0.659, -0.514], [-1.713, 0.735, 1.828], [-2.833, 1.443, -0.095], [2.617, -3.196, -2.332], [-0.672, 0.783, 0.727], [0.517, -0.650, 1.822], [-2.649, 2.474, 1.711], [-1.839, -0.381, -0.685], [-0.372, 1.844, 0.724], [-3.708, 0.861, -0.378], [-1.059, 1.061, -1.392], [1.682, 1.919, 1.480], [0.617, -0.826, 0.042], [-2.916, 2.426, -0.553]], "orbital_gap_ev": 10.5, "total_energy_ha": -2753.4071, "multiplicity": 1, "smiles": "O=C1NCC[C@@H]1C[SH](=O)=O.ClC(Cl)(Cl)Cl", "molar_mass_g_mol": 317.021, "e_lumo_ev": 0.19, "homo_ev": -10.301}

---

{"formula": "CH3O2S", "method": "wB97M-V/def2-TZVPD", "elements": ["S", "O", "O", "C", "H", "H", "H"], "coordinates": [[0.030, -1.985, 1.244], [-0.165, 2.012, 0.566], [0.433, 0.362, -0.888], [-0.322, 1.385, -0.440], [-1.135, 1.626, -1.152], [0.258, -0.435, -0.294], [0.901, -2.965, 0.963]], "orbital_gap_ev": 7.2, "charge": -1, "relative_energy_kj_mol": 58.9, "total_energy_ha": -588.6202, "multiplicity": 1, "molar_mass_g_mol": 79.100, "e_lumo_ev": 4.06, "homo_ev": -3.096}

---

{"formula": "C37H34F6N2O2", "method": "wB97M-V/def2-TZVPD", "elements": ["F", "F", "F", "F", "F", "F", "O", "O", "N", "N", "C", "C", "C", "C", "C", "C", "C", "C", "C", "C", "C", "C", "C", "C", "C", "C", "C", "C", "C", "C", "C", "C", "C", "C", "C", "C", "C", "C", "C", "C", "C", "C", "C", "C", "C", "C", "C", "H", "H", "H", "H", "H", "H", "H", "H", "H", "H", "H", "H", "H", "H", "H", "H", "H", "H", "H", "H", "H", "H", "H", "H", "H", "H", "H", "H", "H", "H", "H", "H", "H", "H"], "coordinates": [[-7.375, 3.192, -2.388], [6.509, 3.102, -3.094], [-5.390, 4.057, -1.965], [6.475, 4.652, -1.504], [4.590, 3.790, -2.264], [-6.321, 4.360, -3.949], [-0.953, -2.288, 2.072], [1.207, 0.479, 5.154], [-5.233, 1.419, -2.102], [4.963, 1.328, -1.395], [5.336, 0.101, -3.461], [-2.831, 1.718, -2.237], [0.740, -0.624, 4.844], [6.092, -2.198, -3.389], [2.603, 0.818, -1.710], [1.304, -4.349, 5.903], [2.394, -3.112, 4.043], [-6.089, 0.328, -1.830], [-7.286, 0.513, -1.120], [-4.002, 1.493, -1.493], [-5.814, -0.897, -2.460], [-0.017, -0.829, 3.647], [5.444, 0.180, -2.066], [-7.928, -1.762, -1.661], [5.936, 2.357, -0.955], [-5.508, 2.159, -3.352], [-0.417, -2.118, 3.174], [-1.507, 1.611, -0.204], [3.660, 1.354, -0.935], [1.299, 0.863, -1.257], [1.153, -3.166, 4.945], [-3.919, 1.331, -0.089], [-6.738, -1.933, -2.383], [-0.298, 1.606, 0.531], [-6.144, 3.456, -2.949], [5.893, 3.501, -1.931], [6.282, -2.089, -2.003], [-2.708, 1.442, 0.545], [-1.606, 1.819, -1.611], [1.008, 1.421, 0.025], [-0.134, -3.317, 4.122], [0.976, -1.868, 5.745], [5.677, -1.078, -4.119], [-8.210, -0.529, -1.060], [3.377, 1.839, 0.358], [5.997, -0.894, -1.341], [2.101, 1.794, 0.856], [-4.879, -0.985, -3.025], [1.392, -5.293, 5.344], [5.592, -1.109, -5.205], [-0.723, 2.051, -2.206], [-0.379, 1.820, 1.603], [6.130, -0.772, -0.260], [2.208, -4.233, 6.521], [2.496, -4.048, 3.479], [-4.834, 1.144, 0.475], [0.096, -1.997, 6.401], [3.304, -3.002, 4.647], [4.961, 0.975, -3.998], [-6.228, 1.576, -3.935], [-0.979, -3.395, 4.829], [6.934, 1.906, -0.983], [1.834, -1.683, 6.404], [6.271, -3.147, -3.908], [-6.524, -2.871, -2.896], [-9.155, -0.359, -0.541], [2.826, 0.394, -2.689], [-4.594, 2.387, -3.903], [-2.900, 1.747, -3.322], [0.434, -4.421, 6.573], [0.494, 0.449, -1.872], [-0.283, 0.040, 3.054], [2.370, -2.289, 3.324], [4.195, 2.187, 0.977], [-2.629, 1.361, 1.631], [-8.649, -2.579, -1.579], [1.895, 2.065, 1.889], [6.643, -2.944, -1.431], [5.683, 2.754, 0.031], [-0.129, -4.246, 3.536], [-7.461, 1.485, -0.653]], "orbital_gap_ev": 3.1, "relative_energy_kj_mol": 0.0, "total_energy_ha": -2289.4466, "multiplicity": 1, "molar_mass_g_mol": 652.679, "e_lumo_ev": -2.56, "homo_ev": -5.677}

---

{"formula": "C6H9N", "method": "wB97M-V/def2-TZVPD", "elements": ["N", "C", "C", "C", "C", "C", "C", "H", "H", "H", "H", "H", "H", "H", "H", "H"], "coordinates": [[-0.331, -1.013, -0.079], [-0.593, 0.144, -1.083], [2.482, 1.072, 0.531], [1.051, -1.281, 0.112], [1.844, 0.081, 0.189], [-1.729, 0.681, -0.370], [-1.171, -0.050, 0.848], [0.459, 0.711, -1.030], [-2.023, 1.782, -0.137], [-1.022, -0.284, -2.142], [2.946, 1.921, 0.498], [1.349, -1.903, -0.640], [1.498, -1.967, 0.974], [-2.553, 0.230, -0.827], [-1.822, -0.689, 1.570], [-0.386, 0.565, 1.587]], "orbital_gap_ev": 10.1, "relative_energy_kj_mol": 583.7, "total_energy_ha": -288.5597, "multiplicity": 1, "molar_mass_g_mol": 95.145, "e_lumo_ev": 1.08, "homo_ev": -8.983}